(1)
{"formula": "C7H11NO", "method": "wB97M-V/def2-TZVPD", "symbols": ["C", "C", "N", "C", "C", "C", "C", "C", "O", "H", "H", "H", "H", "H", "H", "H", "H", "H", "H", "H"], "coordinates": [[-0.13934, -0.31435, 2.74777], [0.00206, -0.13685, 1.55746], [0.97854, 0.05543, 0.33209], [1.81704, -1.09500, 0.05694], [0.19497, 0.60869, -0.73818], [0.37009, 2.11272, -0.86636], [-1.28578, 0.24593, -0.10851], [-1.74046, -1.14842, -0.51974], [-2.11665, 1.15171, 0.02831], [-0.26892, -0.43070, 3.79884], [1.84944, -1.81455, 0.87824], [2.83752, -0.73322, -0.10364], [1.51742, -1.64939, -0.83925], [0.32777, 0.09918, -1.69656], [1.29231, 2.34715, -1.40799], [0.42478, 2.58676, 0.11647], [-0.47471, 2.55782, -1.39877], [-0.90056, -1.82275, -0.68453], [-2.32432, -1.07393, -1.43868], [-2.36117, -1.54622, 0.28611]], "lumo_ha": -0.0107, "homo_energy_ev": -8.6, "relative_energy_ev": 4.956, "orbital_gap_ev": 8.291, "smiles": "C#CN(C)[C@H](C)C(C)=O"}


(2)
{"formula": "C7H11NO2", "method": "wB97M-V/def2-TZVPD", "symbols": ["C", "C", "C", "C", "C", "C", "C", "N", "O", "O", "H", "H", "H", "H", "H", "H", "H", "H", "H", "H", "H"], "coordinates": [[-1.34469, -1.49460, 0.11304], [-0.03303, -1.75354, 0.16068], [1.40858, -0.08122, 2.68036], [-1.37963, 0.09480, 0.05762], [0.82017, -0.67201, 0.09779], [-0.05813, 0.18378, -1.95712], [0.36309, 1.75769, -0.14491], [-0.01791, 0.42669, -0.46385], [0.41430, -0.40483, 3.17421], [2.42668, 0.33417, 2.40428], [-2.08565, -2.15375, 0.06807], [0.32294, -2.77229, 0.27568], [-2.29132, 0.45923, -0.37221], [-1.45765, 0.31555, 1.06954], [1.89266, -0.72082, -0.32135], [0.99484, 0.25896, -2.38128], [-0.55208, -0.86090, -2.13797], [-0.79378, 0.71291, -2.45061], [-0.26680, 2.54360, -0.65557], [0.21935, 1.99700, 1.02056], [1.41806, 1.82958, -0.23695]], "lumo_ha": 0.0235, "homo_energy_ev": -6.3, "relative_energy_ev": 4.498, "orbital_gap_ev": 6.961}


(3)
{"formula": "C7H11NO3S", "method": "wB97M-V/def2-TZVPD", "symbols": ["C", "C", "C", "N", "O", "C", "O", "H", "H", "H", "H", "H", "C", "C", "C", "S", "O", "H", "H", "H", "H", "H", "H"], "coordinates": [[1.38062, 1.53034, 1.82234], [1.78796, 1.17786, 0.59373], [1.45037, -0.09387, -0.10427], [2.49183, -0.63940, -0.93653], [2.22514, -1.86272, -1.75111], [2.37867, -0.66892, -2.27080], [2.40729, -0.08217, -3.25649], [1.80010, 2.41425, 2.19074], [0.66020, 0.88795, 2.40139], [2.34293, 1.89927, 0.02390], [0.55760, 0.28918, -0.56525], [1.18889, -0.98894, 0.63709], [-2.10553, -1.93737, 1.00861], [-1.87258, -0.78879, 0.05056], [-1.73760, 0.48081, 0.57178], [-1.42477, 1.87826, -0.33780], [-1.34673, 1.34567, -1.90297], [-3.12827, -1.75326, 1.10393], [-1.78850, -2.88962, 0.58910], [-1.62190, -1.74390, 1.94933], [-1.98099, -0.82519, -1.03432], [-1.52170, 0.78479, 1.61965], [-2.14303, 1.58577, -2.40261]], "lumo_ha": 0.0141, "homo_energy_ev": -8.1, "relative_energy_ev": 6.892, "orbital_gap_ev": 8.501, "smiles": "C=CCN1OC1=O.C/C=C/SO"}


(4)
{"formula": "C7H11NPRu", "method": "wB97M-V/def2-TZVPD", "symbols": ["C", "C", "C", "C", "C", "Ru", "P", "H", "H", "H", "H", "H", "H", "H", "H", "C", "C", "N", "H", "H", "H"], "coordinates": [[0.67680, 0.69375, -1.96960], [0.08885, -0.01148, -3.00850], [-0.34915, -1.34460, -2.94508], [-0.37755, -2.11969, -1.77771], [0.01775, -1.71929, -0.52072], [-0.33711, 0.10776, -0.49297], [-0.03270, 2.31366, 0.30693], [1.30923, 1.57547, -2.14996], [0.03781, 0.46559, -4.00257], [-0.56164, -1.85897, -3.88569], [0.16983, -2.42154, 0.30677], [-0.67834, -3.16923, -1.86368], [-1.12891, 2.78308, 1.10388], [0.13774, 3.41315, -0.58351], [1.10643, 2.45966, 1.16881], [-0.00409, -0.22250, 3.86474], [0.03247, -0.26988, 2.43062], [-0.07376, -0.03674, 1.29556], [0.87650, -0.72393, 4.27183], [-0.89904, -0.73109, 4.23582], [-0.01111, 0.81682, 4.21502]], "lumo_ha": [-0.1139, -0.2029], "homo_energy_ev": [-10.1, -13.1], "relative_energy_ev": 0.000, "spin_multiplicity": 5, "s_squared": 6.028, "orbital_gap_ev": [6.994, 7.610], "total_charge": 1}


(5)
{"formula": "C7H11O", "method": "wB97M-V/def2-TZVPD", "symbols": ["C", "O", "C", "C", "C", "C", "C", "C", "H", "H", "H", "H", "H", "H", "H", "H", "H", "H", "H"], "coordinates": [[1.89304, -0.30562, -0.25409], [3.22363, -0.33477, -0.39547], [1.34929, -0.32473, 1.18257], [-0.08799, -0.88058, 1.27253], [-0.90797, -0.31633, 0.06376], [-1.03422, 1.06735, -0.08084], [-3.49125, 0.60780, -0.04183], [-2.18133, 0.35557, 0.24903], [1.42777, 0.52691, -0.82595], [1.47085, -1.24034, -0.75804], [1.95379, -0.90993, 1.87361], [1.26274, 0.69833, 1.56299], [-0.68814, -0.50743, 2.10449], [-0.01872, -1.97313, 1.21819], [-0.73900, 1.72204, -0.89387], [2.43827, -0.21426, -3.09869], [-3.64896, 1.69700, -0.02124], [-4.33014, 0.13458, 0.46829], [2.10834, 0.19750, -3.62544]], "lumo_ha": 0.0974, "homo_energy_ev": -2.5, "relative_energy_ev": 5.252, "orbital_gap_ev": 5.128, "total_charge": -1}


(6)
{"formula": "C7H11O", "method": "wB97M-V/def2-TZVPD", "symbols": ["C", "O", "C", "C", "C", "C", "C", "C", "H", "H", "H", "H", "H", "H", "H", "H", "H", "H", "H"], "coordinates": [[-1.66764, -0.03745, -1.72887], [-2.73840, 0.64465, -2.15261], [-1.51659, -0.09150, -0.16112], [-0.47595, -1.04991, 0.41934], [0.91362, -0.25398, 0.13362], [1.05486, 0.94459, 1.07374], [2.97368, -0.48128, 1.87047], [1.71476, -0.27395, 1.26052], [-0.70183, 0.39647, -2.09957], [-1.58270, -1.13016, -2.07000], [-2.55085, -0.39368, 0.14093], [-1.44130, 0.89959, 0.33586], [-0.62329, -1.05332, 1.49898], [-0.56342, -2.01040, -0.10328], [1.43073, 1.96400, 1.12724], [0.86145, 2.11631, -1.28997], [3.03137, -0.49833, 2.95963], [3.89143, -0.42729, 1.30695], [1.51065, 2.36262, -1.01343]], "lumo_ha": 0.0614, "homo_energy_ev": -2.4, "relative_energy_ev": 8.123, "orbital_gap_ev": 4.045, "total_charge": -1}